(1)
DFT (wB97M-V/def2-TZVPD) results for a cluster of 2 separate species, C6H14NO3 in total in a non-equilibrium geometry.

Positions of all 24 atoms, in Å:
C: 2.405 1.365 0.001
C: 0.865 1.295 -0.071
C: 2.633 -0.031 0.620
C: 0.629 -0.150 -0.494
C: -0.936 -2.052 -0.366
C: -2.983 0.855 0.256
N: -0.503 -0.818 0.255
O: 1.872 -0.823 -0.324
O: -3.304 -0.261 0.752
O: -2.532 1.227 -0.873
H: 2.697 1.464 -0.987
H: 2.974 2.057 0.617
H: 0.528 1.363 0.878
H: 0.578 2.129 -0.634
H: 3.747 -0.334 0.557
H: 2.304 -0.191 1.742
H: 0.493 -0.116 -1.518
H: -1.521 -2.546 0.283
H: -1.406 -1.985 -1.377
H: -0.181 -2.656 -0.662
H: -3.458 1.615 0.888
H: -0.198 -0.955 1.213
H: -2.662 -0.939 0.515
H: -2.041 0.487 -1.271

Properties
- orbital gap (eV) = 8.1693
- charge = +1
- HOMO level (hartree) = -0.488
- energy relative to the best compared isomer or geometry (same formula, charge and spin) (kJ/mol) = 178.6



(2)
DFT (wB97M-V/def2-TZVPD) results for an isolated molecule of C6H14O in a non-equilibrium geometry.

Positions of all 21 atoms, in Å:
C: -2.228 -0.981 1.418
C: -1.721 -1.745 0.167
C: -1.078 -0.821 -0.853
C: 0.187 -0.252 -0.381
C: 0.529 1.100 -1.026
C: 1.733 1.792 -0.148
O: 2.542 0.841 0.625
H: -3.108 -0.397 1.305
H: -1.445 -0.389 1.942
H: -2.630 -1.489 2.271
H: -0.865 -2.327 0.604
H: -2.580 -2.362 -0.269
H: -1.726 -0.012 -1.065
H: -1.113 -1.430 -1.808
H: 1.008 -0.955 -0.392
H: -0.144 -0.064 0.597
H: -0.305 1.828 -1.084
H: 0.985 0.814 -1.947
H: 2.442 2.400 -0.749
H: 1.343 2.537 0.599
H: 3.273 0.556 -0.074

Properties
- orbital gap (eV) = 11.0097
- charge = 0
- HOMO level (hartree) = -0.370
- energy relative to the best compared isomer or geometry (same formula, charge and spin) (kJ/mol) = 201.1



(3)
DFT (wB97M-V/def2-TZVPD) results for a structure of composition C6H14O.

Positions of all 21 atoms, in Å:
C: -0.003 -2.275 2.122
C: -0.213 -0.817 1.723
C: 0.766 -0.339 0.650
C: 0.516 1.115 0.272
C: 0.942 1.637 -0.981
O: -0.798 1.755 -1.668
C: -1.161 0.794 -2.634
H: -0.680 -2.572 2.930
H: 1.024 -2.443 2.468
H: -0.178 -2.946 1.273
H: -1.238 -0.669 1.361
H: -0.108 -0.174 2.608
H: 1.792 -0.511 1.019
H: 0.659 -0.974 -0.242
H: 0.530 1.813 1.116
H: -0.656 1.319 -0.499
H: 1.189 2.692 -1.084
H: 1.407 0.984 -1.722
H: -0.670 1.035 -3.582
H: -2.246 0.805 -2.796
H: -0.874 -0.229 -2.338

Properties
- orbital gap (eV) = 9.2268
- charge = 0
- HOMO level (hartree) = -0.302
- energy relative to the best compared isomer or geometry (same formula, charge and spin) (kJ/mol) = 368.5



(4)
DFT (wB97M-V/def2-TZVPD) results for an isolated molecule of C6H14O in a non-equilibrium geometry.

Positions of all 21 atoms, in Å:
C: 0.807 -2.706 -1.776
C: 0.210 -2.195 -0.432
C: 0.688 -0.775 -0.117
C: -0.323 0.099 0.621
C: 0.083 1.571 0.618
C: -1.055 2.486 1.025
O: -0.589 3.821 0.967
H: 0.480 -2.192 -2.795
H: 0.787 -3.812 -1.757
H: 1.848 -2.425 -1.862
H: -0.888 -2.221 -0.465
H: 0.460 -2.857 0.420
H: 1.637 -0.802 0.438
H: 0.914 -0.297 -1.078
H: -0.469 -0.254 1.653
H: -1.296 -0.008 0.120
H: 0.940 1.743 1.282
H: 0.405 1.860 -0.391
H: -1.903 2.331 0.338
H: -1.403 2.227 2.039
H: -1.332 4.406 1.153

Properties
- orbital gap (eV) = 11.3088
- charge = 0
- HOMO level (hartree) = -0.378
- energy relative to the best compared isomer or geometry (same formula, charge and spin) (kJ/mol) = 79.9